1.
Molecular formula: C19H20F4MnN2O2
Method: DFT, ωB97M-V with the def2-TZVPD basis set

CARTESIAN COORDINATES (ANGSTROEM)
Mn: -0.045 -0.462 0.493
C: -1.122 1.943 -3.062
C: -0.572 1.226 -1.830
N: -1.576 0.689 -0.877
C: -2.552 -0.201 -1.521
C: -1.943 -1.551 -1.892
C: -2.199 1.759 -0.079
C: -1.335 2.177 1.112
N: -0.844 0.984 1.770
C: -0.199 1.038 2.950
C: 0.316 -0.174 3.466
F: 0.122 -1.292 2.674
C: 1.028 -0.292 4.628
F: 1.493 -1.492 5.004
C: 1.266 0.815 5.419
C: 0.775 2.023 4.963
F: 0.991 3.124 5.692
C: 0.068 2.149 3.784
F: -0.357 3.383 3.436
H: -0.291 2.437 -3.565
H: -1.854 2.707 -2.801
H: -1.578 1.251 -3.771
H: 0.066 1.905 -1.266
H: 0.064 0.400 -2.165
H: -2.984 0.265 -2.413
H: -3.369 -0.366 -0.819
H: -1.223 -1.474 -2.707
H: -2.721 -2.250 -2.196
H: -1.440 -1.986 -1.019
H: -3.148 1.383 0.301
H: -2.409 2.639 -0.695
H: -1.959 2.780 1.773
H: -0.502 2.811 0.781
H: 1.827 0.745 6.338
O: 3.727 0.522 -0.875
C: 2.669 0.003 -0.583
O: 1.750 0.483 0.189
C: 2.291 -1.341 -1.198
C: 1.561 -2.277 -0.460
C: 1.153 -3.469 -1.051
C: 1.444 -3.715 -2.384
C: 2.179 -2.790 -3.115
C: 2.612 -1.614 -2.519
H: 1.450 -2.157 0.622
H: 0.621 -4.214 -0.472
H: 1.117 -4.639 -2.843
H: 2.422 -2.993 -4.150
H: 3.206 -0.894 -3.066

Results
⟨S²⟩: 8.7557
Charge: 0
HOMO energy (spin up / spin down), eV: -7.32 / -7.49
Lowest unoccupied orbital energy (spin up / spin down), eV: -0.075 / -0.302
E, eV: -69293.1988
Kohn-Sham gap (spin up / spin down), eV: 7.24 / 7.19
Spin multiplicity: 6

Atomic charges from the Mulliken analysis, expressed in e, are listed below:
1 Mn 0.53
2 C -1.42
3 C -0.40
4 N 0.63
5 C -0.70
6 C -0.99
7 C -1.20
8 C -0.67
9 N -0.47
10 C 0.74
11 C 0.08
12 F -0.48
13 C 0.03
14 F -0.32
15 C -0.48
16 C 0.04
17 F -0.31
18 C 0.62
19 F -0.33
20 H 0.46
21 H 0.28
22 H 0.33
23 H 0.48
24 H 0.05
25 H 0.38
26 H 0.47
27 H 0.23
28 H 0.49
29 H 0.12
30 H 0.54
31 H 0.27
32 H 0.49
33 H 0.42
34 H 0.48
35 O -0.67
36 C 0.39
37 O -0.47
38 C 0.40
39 C -0.56
40 C -0.53
41 C -0.47
42 C -0.47
43 C -0.57
44 H 0.80
45 H 0.45
46 H 0.40
47 H 0.42
48 H 0.48

***

2.
Molecular formula: C19H20F4N4NiS
Method: DFT, ωB97M-V with the def2-TZVPD basis set

CARTESIAN COORDINATES (ANGSTROEM)
Ni: -3.195 -15.956 2.223
C: -1.497 -14.332 4.278
N: -1.214 -15.194 3.147
C: -0.370 -14.537 2.157
C: -0.731 -16.500 3.616
C: -0.653 -17.520 2.520
N: -1.958 -17.689 1.880
C: -2.115 -18.677 1.009
C: -3.395 -18.865 0.440
F: -4.382 -18.029 0.790
C: -3.665 -19.818 -0.502
F: -4.945 -19.895 -0.960
C: -2.727 -20.749 -0.944
C: -1.471 -20.567 -0.417
F: -0.461 -21.409 -0.773
C: -1.180 -19.589 0.491
F: 0.115 -19.581 0.951
H: -0.599 -14.212 4.881
H: -2.253 -14.797 4.911
H: -1.877 -13.403 3.872
H: 0.613 -14.215 2.592
H: -0.924 -13.652 1.782
H: -0.195 -15.233 1.334
H: -1.508 -16.864 4.321
H: 0.269 -16.454 4.085
H: -0.311 -18.443 3.018
H: 0.120 -17.282 1.777
H: -3.007 -21.530 -1.657
S: -5.000 -17.790 6.277
C: -4.380 -17.047 4.957
N: -3.876 -16.577 4.008
C: -5.392 -12.451 1.467
C: -5.118 -13.012 0.105
C: -5.708 -12.435 -0.979
C: -5.448 -12.840 -2.286
C: -4.541 -13.881 -2.477
C: -3.965 -14.541 -1.417
C: -2.909 -15.616 -1.673
C: -4.278 -14.176 -0.063
N: -3.744 -14.805 0.977
H: -5.853 -11.459 1.346
H: -4.459 -12.272 2.003
H: -5.995 -13.079 2.122
H: -6.440 -11.632 -0.887
H: -5.889 -12.347 -3.129
H: -4.316 -14.217 -3.471
H: -3.071 -16.143 -2.620
H: -2.940 -16.353 -0.881
H: -1.877 -15.215 -1.693

Results
⟨S²⟩: 2.0179
Charge: -2
HOMO energy (spin up / spin down), eV: -0.05 / 0.06
Lowest unoccupied orbital energy (spin up / spin down), eV: 4.842 / 4.843
E, eV: -88736.0215
Kohn-Sham gap (spin up / spin down), eV: 4.90 / 4.79
Spin multiplicity: 3

Atomic charges from the Mulliken analysis, expressed in e, are listed below:
1 Ni -0.16
2 C -1.20
3 N 0.79
4 C -1.05
5 C -1.10
6 C -0.79
7 N 0.14
8 C 0.26
9 C -0.10
10 F -0.36
11 C 0.36
12 F -0.35
13 C -0.73
14 C 0.18
15 F -0.36
16 C 0.62
17 F -0.38
18 H 0.34
19 H 0.30
20 H 0.31
21 H 0.25
22 H 0.24
23 H 0.29
24 H 0.31
25 H 0.41
26 H 0.44
27 H 0.39
28 H 0.42
29 S -0.55
30 C 0.53
31 N -0.54
32 C -1.25
33 C 0.76
34 C -0.45
35 C -0.84
36 C -0.50
37 C 0.79
38 C -1.02
39 C 0.15
40 N -0.59
41 H 0.37
42 H 0.16
43 H 0.22
44 H 0.25
45 H 0.34
46 H 0.33
47 H 0.39
48 H -0.21
49 H 0.21

***

3.
Molecular formula: C19H20FN3O5P2
Method: DFT, ωB97M-V with the def2-TZVPD basis set

CARTESIAN COORDINATES (ANGSTROEM)
O: 1.846 -1.250 0.249
C: 2.759 -0.934 -0.710
N: 3.365 -0.542 -1.878
P: 2.158 -0.471 -3.233
F: 2.697 -2.073 -3.715
C: 0.409 -1.192 -2.970
C: -0.793 -0.419 -3.772
O: -0.762 -0.091 -5.087
C: -2.171 -0.063 -2.894
C: -3.360 0.941 -3.492
C: -4.756 1.266 -2.635
C: -4.992 0.635 -1.124
C: -3.843 -0.356 -0.503
C: -2.478 -0.707 -1.390
P: 1.618 1.522 -2.533
O: 0.402 1.579 -1.525
O: 3.037 2.174 -1.686
O: 1.419 2.546 -3.950
H: 2.609 0.123 -4.465
H: 0.221 -1.266 -1.818
H: 0.425 -2.310 -3.385
H: -3.300 1.455 -4.552
H: -5.619 1.943 -3.054
H: -5.943 0.851 -0.451
H: -3.954 -0.846 0.580
H: -1.726 -1.466 -0.858
H: 3.060 1.841 -0.742
H: 0.566 3.079 -3.842
C: -5.127 0.902 4.888
C: -4.023 0.338 4.258
C: -4.207 -0.258 3.021
N: -5.400 -0.327 2.390
C: -6.454 0.227 3.028
C: -6.369 0.848 4.263
H: -5.021 1.379 5.858
H: -3.042 0.362 4.719
H: -3.376 -0.709 2.487
H: -7.402 0.157 2.501
H: -7.249 1.279 4.728
C: 6.224 -1.941 1.924
C: 7.545 -1.952 2.359
C: 8.174 -0.736 2.573
N: 7.580 0.462 2.381
C: 6.298 0.440 1.958
C: 5.584 -0.723 1.720
H: 5.697 -2.874 1.747
H: 8.072 -2.884 2.527
H: 9.204 -0.692 2.916
H: 5.843 1.416 1.809
H: 4.554 -0.681 1.382

Results
Charge: 0
HOMO energy, eV: -8.72
Lowest unoccupied orbital energy, eV: -1.744
E, eV: -56018.7203
SMILES: O=C=N[PH](F)(CC(=O)c1ccccc1)P(=O)(O)O.c1ccncc1.c1ccncc1
Kohn-Sham gap, eV: 6.97

Atomic charges from the Mulliken analysis, expressed in e, are listed below:
1 O -0.49
2 C 0.79
3 N -0.48
4 P 0.55
5 F -0.43
6 C -0.35
7 C 0.42
8 O -0.59
9 C 0.59
10 C -0.47
11 C -0.42
12 C -0.36
13 C -0.15
14 C -0.31
15 P 0.83
16 O -0.57
17 O -0.58
18 O -0.55
19 H 0.13
20 H 0.04
21 H 0.43
22 H 0.30
23 H 0.28
24 H 0.27
25 H 0.28
26 H 0.13
27 H 0.34
28 H 0.35
29 C -0.10
30 C -0.67
31 C 0.12
32 N -0.40
33 C -0.23
34 C -0.47
35 H 0.37
36 H 0.34
37 H 0.36
38 H 0.36
39 H 0.34
40 C -0.29
41 C -0.36
42 C -0.22
43 N -0.53
44 C -0.35
45 C -0.01
46 H 0.37
47 H 0.35
48 H 0.35
49 H 0.35
50 H 0.33

***

4.
Molecular formula: C19H20N2O3S
Method: DFT, ωB97M-V with the def2-TZVPD basis set

CARTESIAN COORDINATES (ANGSTROEM)
C: -0.334 1.639 -2.940
C: 0.726 0.861 -2.220
C: 1.612 1.525 -1.380
C: 2.655 0.866 -0.757
C: 2.844 -0.486 -0.983
C: 1.957 -1.174 -1.789
C: 0.886 -0.519 -2.385
O: 0.045 -1.272 -3.186
C: -1.302 -1.363 -2.772
C: -1.579 -2.528 -1.823
S: -0.617 -2.517 -0.270
C: -0.774 -0.872 0.265
N: -1.670 -0.019 -0.147
C: -1.377 1.154 0.503
C: -1.993 2.397 0.428
C: -1.464 3.417 1.191
C: -0.353 3.219 2.011
C: 0.270 1.989 2.102
C: -0.254 0.962 1.338
N: 0.117 -0.352 1.164
C: 1.160 -1.042 1.863
C: 0.725 -1.456 3.281
C: -0.357 -2.508 3.202
O: -0.181 -3.691 3.293
O: -1.559 -1.960 2.997
H: -1.214 1.770 -2.311
H: 0.044 2.629 -3.191
H: -0.627 1.132 -3.857
H: 1.480 2.587 -1.225
H: 3.328 1.412 -0.112
H: 3.672 -1.008 -0.526
H: 2.073 -2.233 -1.965
H: -1.887 -1.536 -3.682
H: -1.642 -0.444 -2.289
H: -1.305 -3.480 -2.278
H: -2.636 -2.530 -1.559
H: -2.853 2.549 -0.204
H: -1.918 4.396 1.155
H: 0.027 4.048 2.589
H: 1.130 1.843 2.738
H: 2.025 -0.377 1.932
H: 1.437 -1.928 1.286
H: 1.581 -1.872 3.810
H: 0.338 -0.584 3.810
H: -2.237 -2.647 2.896

Results
Charge: 0
HOMO energy, eV: -8.10
Lowest unoccupied orbital energy, eV: 0.609
E, eV: -39986.6628
SMILES: Cc1ccccc1OCCSc1nc2ccccc2n1CCC(=O)O
Kohn-Sham gap, eV: 8.71

Atomic charges from the Mulliken analysis, expressed in e, are listed below:
1 C -1.71
2 C 0.95
3 C -0.52
4 C -0.68
5 C -0.61
6 C -0.35
7 C 0.52
8 O -0.54
9 C -0.45
10 C -0.77
11 S -0.07
12 C 0.04
13 N -0.64
14 C 0.72
15 C -0.73
16 C -0.59
17 C -0.83
18 C -1.08
19 C 0.39
20 N 1.18
21 C -1.53
22 C -0.52
23 C 0.45
24 O -0.58
25 O -0.39
26 H 0.22
27 H 0.53
28 H 0.31
29 H 0.43
30 H 0.46
31 H 0.45
32 H 0.47
33 H 0.41
34 H 0.22
35 H 0.46
36 H 0.37
37 H 0.54
38 H 0.40
39 H 0.43
40 H 0.45
41 H 0.46
42 H 0.59
43 H 0.44
44 H 0.34
45 H 0.35

***

Question: E of number 2 (C19H20F4N4NiS)?
Answer: -88736.0215 eV

***

Question: What is the charge in the first record?
Answer: 0